# 1
{
  "formula": "CH3NS2",
  "method": "ωB97M-V with the def2-TZVPD basis set",
  "elements": ["S", "C", "N", "S", "H", "H", "H"],
  "positions_angstrom": [[1.78458, 2.12236, 0.58883], [0.91621, 0.94956, -0.16581], [0.19922, 0.16110, 0.59136], [-0.58296, -1.75588, 0.35263], [0.83006, 0.87658, -1.24109], [0.36625, 0.20534, 1.58981], [-1.46229, -1.31956, -0.55409]],
  "forces_ev_per_angstrom": [[0.2, 0.2, -0.3], [0.7, 0.8, -0.2], [-2.3, -4.1, 0.9], [1.5, 3.2, -0.1], [0.0, -0.3, -0.1], [0.0, 0.2, -0.1], [-0.1, 0.0, 0.0]],
  "mulliken_charge": [-0.35, 0.04, -0.40, -0.05, 0.30, 0.30, 0.17],
  "gap_ev": 7.35,
  "homo_energy_ev": -8.68,
  "total_energy_ev": -24244.234,
  "fmax_ev_per_a": 4.8,
  "relative_energy_kj_mol": 181.5,
  "smiles": "S=CNS"
}

# 2
{
  "formula": "C8H14NOS",
  "method": "ωB97M-V with the def2-TZVPD basis set",
  "elements": ["C", "C", "C", "S", "C", "C", "N", "C", "C", "C", "O", "H", "H", "H", "H", "H", "H", "H", "H", "H", "H", "H", "H", "H", "H"],
  "positions_angstrom": [[-2.49826, -2.19413, -0.19987], [-2.14512, -1.01098, -0.73534], [-1.50283, 0.15755, 0.01566], [-1.97261, 1.85219, -0.32674], [-0.96100, 0.04595, 1.43281], [0.02679, 0.05302, 0.22205], [0.84531, 1.27372, 0.00288], [1.74124, 1.56590, 1.11855], [0.67891, -1.35361, -0.02177], [0.60336, -1.68529, -1.43048], [0.93792, -2.11763, 0.86994], [-2.78261, -3.01465, -0.84708], [-2.42003, -2.38010, 0.91077], [-2.51144, -0.65711, -1.65857], [-2.01895, 2.21216, 1.02392], [-1.01215, 1.02330, 2.09213], [-1.07450, -0.83108, 1.91260], [1.43930, 1.30573, -0.93219], [0.13873, 2.07447, -0.21810], [1.47595, 1.07041, 2.00115], [2.73768, 1.24958, 0.85077], [1.88132, 2.60930, 1.35096], [-0.44196, -2.16030, -1.65462], [1.30742, -2.41409, -1.78495], [0.80001, -0.72096, -1.95300]],
  "forces_ev_per_angstrom": [[0.8, 1.0, 0.9], [-1.2, 0.7, 2.4], [0.7, -0.6, 0.6], [-0.8, 0.6, 0.7], [1.1, 4.9, -1.8], [-0.5, -0.7, 1.9], [0.1, 1.0, -2.7], [1.9, 0.8, -0.2], [-1.0, -0.1, 0.8], [-0.6, -0.3, -2.1], [0.1, 0.8, 0.0], [-0.5, 0.1, 0.2], [0.2, 0.0, -1.5], [0.1, -0.4, -1.6], [-0.2, -0.1, -1.5], [0.1, -2.4, -1.3], [-0.1, -2.8, 1.7], [-1.5, -0.7, 2.2], [0.5, -1.1, 0.7], [-0.7, -0.8, 1.1], [0.3, -0.4, -0.1], [-0.6, 0.6, -0.3], [2.0, 1.4, 0.3], [0.6, -0.4, 0.1], [-0.6, -0.8, -0.4]],
  "mulliken_charge": [-0.53, -0.92, 1.49, -0.26, -1.55, -0.33, 0.26, -0.89, 0.57, -0.97, -0.48, 0.34, 0.19, 0.50, 0.22, 0.18, 0.34, 0.44, 0.41, 0.35, 0.36, 0.37, 0.21, 0.40, 0.31],
  "gap_ev": 10.08,
  "homo_energy_ev": -13.45,
  "total_energy_ev": -22885.845,
  "charge": 1,
  "fmax_ev_per_a": 5.3,
  "relative_energy_kj_mol": 206.5,
  "smiles": "C=C[C@@]1(S)C[C@@]1([NH2+]C)C(C)=O"
}

# 3
{
  "formula": "C5H5Br2NO2",
  "method": "ωB97M-V with the def2-TZVPD basis set",
  "elements": ["C", "C", "C", "C", "C", "N", "O", "O", "Br", "Br", "H", "H", "H", "H", "H"],
  "positions_angstrom": [[-2.06128, 1.63761, -1.81724], [-2.46805, 0.46171, -2.29527], [-1.00070, 1.84535, -0.88751], [-1.14107, -0.40113, 0.10619], [1.01657, 0.63994, -0.10018], [-0.41783, 0.60387, -0.27270], [-0.48426, 2.87243, -0.53872], [-0.59111, -1.50941, 0.56455], [-2.74287, 3.45261, -2.41645], [-3.91661, 0.30505, -3.44771], [-2.21321, -0.33034, -0.04573], [1.34157, -0.20417, 0.50068], [1.49582, 0.60765, -1.07828], [1.28156, 1.58744, 0.37121], [-1.24939, -2.18837, 0.76318]],
  "forces_ev_per_angstrom": [[-1.0, 1.1, -1.0], [0.5, -0.6, 0.9], [0.3, 0.4, 0.3], [-0.2, 0.2, -0.9], [0.7, 0.1, 0.1], [-0.4, -0.7, 0.5], [0.0, -0.5, 0.0], [0.1, 0.5, -0.1], [0.2, -0.8, 0.2], [-0.1, 0.2, -0.2], [0.1, -0.1, 0.1], [0.0, 0.1, 0.0], [0.0, -0.1, 0.0], [-0.1, -0.2, 0.0], [-0.1, 0.2, 0.0]],
  "mulliken_charge": [0.16, -0.67, 0.45, 0.32, -0.92, 0.19, -0.53, -0.45, -0.21, -0.12, 0.37, 0.35, 0.33, 0.33, 0.40],
  "gap_ev": 7.20,
  "homo_energy_ev": -7.70,
  "total_energy_ev": -150932.816,
  "fmax_ev_per_a": 1.8,
  "relative_energy_kj_mol": 77.0
}

# 4
{
  "formula": "C3H6ClNS",
  "method": "ωB97M-V with the def2-TZVPD basis set",
  "elements": ["C", "C", "C", "H", "H", "H", "H", "H", "H", "N", "S", "Cl"],
  "positions_angstrom": [[-1.05337, -1.19013, 0.20721], [-1.36854, 0.11739, -0.69840], [2.25890, 1.22899, 0.48698], [-2.05931, -1.57387, 0.31064], [-0.47680, -0.97138, 1.12443], [-1.95766, -0.31768, -1.39108], [-2.02946, 0.69948, 0.06039], [2.67305, 1.52544, 1.55316], [3.35755, 0.79937, -0.16813], [0.69552, 1.56917, 0.24211], [0.26419, 0.78555, -1.12318], [-0.30406, -2.67233, -0.60414]],
  "forces_ev_per_angstrom": [[-0.7, 0.3, -0.9], [2.4, -0.5, 5.8], [-2.5, 1.3, 0.7], [-0.1, -0.1, 1.2], [-0.5, -0.2, -0.6], [-1.6, -0.5, -3.3], [1.3, -0.3, -1.6], [-1.4, 0.1, -2.3], [-4.4, 1.1, 1.2], [8.6, -2.6, 2.2], [-1.2, 0.2, -2.5], [0.0, 1.2, 0.1]],
  "mulliken_charge": [-0.57, -0.62, -0.31, 0.33, 0.38, 0.43, 0.31, 0.24, 0.24, -0.26, 0.05, -0.21],
  "gap_ev": 7.39,
  "homo_energy_ev": -8.10,
  "total_energy_ev": -28050.455,
  "fmax_ev_per_a": 9.2,
  "relative_energy_kj_mol": 570.3
}

# 5
{
  "formula": "C6H11N",
  "method": "ωB97M-V with the def2-TZVPD basis set",
  "elements": ["C", "C", "C", "C", "C", "C", "N", "H", "H", "H", "H", "H", "H", "H", "H", "H", "H", "H"],
  "positions_angstrom": [[1.84639, -0.56867, 0.30469], [0.50660, 0.15121, 0.46763], [0.53621, 1.53568, -0.19196], [-0.64863, -0.73856, -0.06702], [-2.03069, -0.32759, 0.45460], [-0.61868, -0.71419, -1.53769], [-0.54633, -0.59703, -2.68628], [1.84967, -1.53143, 0.83104], [2.66041, 0.03943, 0.71255], [2.06508, -0.75917, -0.75352], [0.31008, 0.28114, 1.54128], [0.55475, 1.45207, -1.28329], [1.43297, 2.08522, 0.10660], [-0.32966, 2.14606, 0.08131], [-0.45945, -1.77553, 0.24269], [-2.81673, -0.96247, 0.03523], [-2.05340, -0.42685, 1.54510], [-2.25860, 0.71067, 0.19703]],
  "forces_ev_per_angstrom": [[0.1, 0.0, 0.0], [0.0, 0.0, 0.1], [0.0, 0.0, 0.0], [0.0, 0.0, 0.0], [-0.1, 0.1, 0.0], [0.1, 0.1, -1.0], [-0.1, -0.2, 1.0], [0.0, 0.2, -0.1], [-0.1, -0.1, -0.1], [0.0, 0.1, 0.1], [0.0, 0.0, -0.1], [0.0, 0.0, 0.1], [-0.1, -0.1, 0.1], [0.1, -0.1, 0.0], [0.0, 0.2, -0.1], [0.1, 0.1, 0.1], [0.0, 0.0, -0.2], [0.0, -0.1, 0.0]],
  "mulliken_charge": [-1.52, 0.46, -1.45, 0.53, -1.47, 0.05, -0.49, 0.38, 0.41, 0.32, 0.26, 0.35, 0.41, 0.35, 0.33, 0.41, 0.37, 0.31],
  "gap_ev": 12.31,
  "homo_energy_ev": -11.36,
  "total_energy_ev": -7890.500,
  "fmax_ev_per_a": 1.0,
  "relative_energy_kj_mol": 3.1,
  "smiles": "CC(C)[C@@H](C)C#N"
}

# 6
{
  "formula": "C18H14GdO5P",
  "method": "ωB97M-V with the def2-TZVPD basis set",
  "elements": ["O", "C", "Gd", "O", "C", "C", "O", "C", "O", "C", "O", "H", "C", "P", "C", "C", "C", "C", "C", "C", "C", "C", "C", "C", "C", "C", "H", "H", "H", "H", "H", "H", "H", "H", "H", "H", "H", "H", "H"],
  "positions_angstrom": [[-1.52194, 1.86632, -5.36964], [-1.18641, 1.36494, -4.31603], [0.59975, -1.72881, -2.62571], [0.50448, 2.16237, -1.30839], [-0.12836, 1.43143, -1.99122], [-0.53796, -0.01712, -4.03094], [-1.14563, -1.13317, -3.88966], [2.05387, 0.05322, -2.07649], [2.89367, 0.85514, -2.04443], [-1.35724, 1.77010, -2.86207], [-2.35192, 2.24330, -2.32649], [0.78175, -0.14665, -3.88471], [0.40072, -2.87248, 0.97378], [0.31651, -1.24730, 0.13234], [-1.31769, -0.62209, 0.66831], [-1.52301, 0.73879, 0.91906], [-2.76930, 1.20378, 1.33359], [-3.84474, 0.31741, 1.43860], [-3.66772, -1.03460, 1.11584], [-2.41628, -1.49970, 0.70849], [1.57220, -0.33818, 1.10118], [2.91007, -0.45909, 0.69250], [3.89325, 0.34539, 1.26266], [3.55938, 1.22708, 2.30130], [2.25166, 1.25414, 2.79207], [1.26674, 0.43494, 2.22849], [-0.39833, -3.53757, 0.62406], [0.30192, -2.69834, 2.05484], [1.37205, -3.33984, 0.76382], [-0.69433, 1.43938, 0.82240], [-2.89375, 2.26157, 1.57112], [-4.81703, 0.67982, 1.77252], [-4.50832, -1.72916, 1.18751], [-2.28577, -2.54974, 0.43850], [3.19296, -1.18367, -0.08024], [4.92055, 0.28941, 0.89333], [4.32591, 1.87382, 2.73453], [1.98622, 1.90751, 3.62402], [0.26207, 0.41765, 2.65114]],
  "forces_ev_per_angstrom": [[1.1, -1.3, 3.1], [-0.8, -0.2, -1.9], [0.1, -3.3, 0.9], [-1.5, -2.0, -1.6], [0.9, 2.2, 1.6], [0.6, -3.5, -1.4], [1.1, 4.1, -0.6], [4.9, 3.9, 0.5], [-3.3, -3.1, -0.3], [-3.4, 3.4, 1.5], [2.7, -1.7, -1.6], [-2.7, 1.5, -1.0], [-0.1, -0.4, -0.3], [0.1, 0.2, 2.1], [-0.3, 0.0, -0.8], [0.0, 0.2, 0.0], [-0.1, -0.1, -0.1], [0.2, -0.2, 0.0], [0.0, 0.1, 0.0], [0.1, 0.1, 0.1], [0.2, -0.1, 0.0], [-0.1, 0.4, 0.1], [0.1, 0.0, 0.2], [-0.1, -0.1, -0.2], [0.0, -0.3, 0.0], [0.1, 0.3, -0.2], [0.2, 0.0, 0.2], [0.0, -0.1, -0.3], [-0.2, 0.1, 0.1], [-0.2, -0.1, 0.2], [0.0, -0.3, -0.1], [0.3, -0.1, -0.1], [0.3, 0.3, -0.1], [-0.2, 0.3, 0.2], [-0.1, 0.3, 0.1], [-0.3, 0.0, 0.2], [-0.3, -0.2, -0.2], [0.1, -0.2, -0.2], [0.3, 0.2, -0.2]],
  "lowdin_spin": [0.04, 0.01, 5.70, 0.28, 0.26, 0.12, 0.12, 0.12, 0.05, 0.09, 0.13, 0.05, 0.00, 0.02, 0.00, 0.00, 0.00, 0.00, 0.00, 0.00, 0.01, 0.00, 0.00, 0.00, 0.00, 0.00, 0.00, 0.00, 0.00, 0.00, 0.00, 0.00, 0.00, 0.00, 0.00, 0.00, 0.00, 0.00, 0.00],
  "gap_ev": [5.50, 4.87],
  "homo_energy_ev": [-14.78, -14.96],
  "total_energy_ev": -59228.360,
  "charge": 2,
  "fmax_ev_per_a": 6.3,
  "relative_energy_kj_mol": 261.8,
  "multiplicity": 8
}

Number 5 is which compound?
C6H11N